(1)
97
Properties=species:S:1:pos:R:3:forces:R:3 method="wB97M-V/def2-TZVPD" homo_energy_ev=-9.46 spin_multiplicity=1 total_charge=+1 lumo_energy_ev=-3.77 homo_lumo_gap_ev=5.69 e_tot_ha=-2790.26070
Tl -0.07671 0.56015 0.14476 0.0 0.4 -0.2
C -2.24015 3.60125 6.93612 0.0 0.0 0.0
C -2.34935 4.24473 5.70966 0.0 0.0 0.0
C -1.96116 3.59507 4.54593 0.0 0.0 0.0
C -1.45797 2.29699 4.59906 0.0 0.0 0.0
C -1.35414 1.65715 5.82968 0.0 0.0 0.1
C -1.74394 2.30634 6.99381 0.0 0.0 0.0
C -1.04024 1.60853 3.33885 0.0 0.0 0.0
C 0.34323 1.41337 3.14698 -0.1 0.0 0.1
C 1.39113 1.74254 4.08835 0.0 0.0 0.0
C 2.56833 1.34340 3.54519 0.0 0.0 0.0
C 2.27871 0.77267 2.24895 0.1 0.1 -0.1
C 3.21621 0.23981 1.34725 0.0 0.0 0.0
C 4.64384 0.23473 1.80157 0.0 0.0 0.0
C 5.53715 1.18932 1.32439 0.0 0.0 0.0
C 6.86008 1.18766 1.74650 0.0 0.0 0.0
C 7.30033 0.22768 2.64719 0.0 0.0 0.0
C 6.41446 -0.72845 3.12519 0.0 0.0 0.0
C 5.09019 -0.72465 2.70438 0.1 0.0 0.1
C 2.96186 -0.33003 0.08183 0.1 0.1 0.0
N 1.76017 -0.37785 -0.56390 -0.2 0.0 0.1
C 1.89297 -1.07357 -1.73181 0.0 -0.1 -0.1
C 0.85943 -1.42437 -2.62871 0.1 -0.1 0.0
C 1.27468 -2.16829 -3.85922 0.0 0.1 0.1
C 0.76787 -3.43869 -4.12518 0.0 -0.1 0.0
C 1.15435 -4.13398 -5.26265 0.0 0.0 0.0
C 2.05986 -3.57056 -6.15080 0.0 0.0 0.0
C 2.58741 -2.31365 -5.88737 0.0 0.0 0.0
C 2.19979 -1.62166 -4.74842 0.0 0.0 0.0
C -0.52505 -1.22597 -2.43996 0.0 0.0 -0.1
C -1.58703 -1.59554 -3.34782 0.1 0.0 -0.1
C -2.76607 -1.25762 -2.76315 -0.1 0.0 0.1
C -2.46254 -0.67327 -1.47870 -0.1 0.0 -0.1
N -1.10826 -0.67016 -1.33995 0.1 0.0 0.3
C -3.40777 -0.18988 -0.54717 0.0 0.0 0.1
C -3.16077 0.37549 0.71600 0.0 0.1 -0.1
C -4.15686 0.81812 1.66751 0.0 -0.1 -0.1
C -3.50138 1.32419 2.74023 0.1 0.0 0.1
C -2.08175 1.20750 2.48018 0.0 0.0 0.0
N -1.93756 0.61669 1.26431 0.2 -0.2 -0.1
C -4.84720 -0.30530 -0.94596 0.1 0.0 0.0
C -5.53609 0.81649 -1.39846 0.0 0.0 0.0
C -6.86971 0.71778 -1.77236 0.0 0.0 0.0
C -7.52422 -0.50511 -1.69462 0.0 0.0 0.0
C -6.84242 -1.62635 -1.24101 0.0 0.0 0.0
C -5.50801 -1.52678 -0.86863 0.0 0.0 0.0
C 3.27616 -1.47182 -1.84244 0.0 0.0 0.0
C 3.92745 -1.01362 -0.74204 0.0 0.0 0.1
N 0.93177 0.84545 2.05857 -0.2 -0.2 -0.2
H -2.54215 4.10728 7.84436 0.0 0.0 0.0
H -2.73714 5.25412 5.65866 0.0 0.0 0.0
H -2.04511 4.09416 3.58713 0.0 0.0 0.0
H -0.97664 0.64180 5.87367 0.0 0.0 0.0
H -1.66480 1.79643 7.94545 0.0 0.0 0.0
H 1.23755 2.21329 5.04622 0.0 0.0 0.0
H 3.55219 1.41913 3.98018 0.0 0.0 0.0
H 5.19001 1.93892 0.62146 0.0 0.0 0.0
H 7.54642 1.93697 1.37327 0.0 0.0 0.0
H 8.33149 0.22496 2.97613 0.0 0.0 0.0
H 6.75332 -1.47945 3.82686 0.0 0.0 0.0
H 4.39628 -1.46983 3.07725 0.0 0.0 0.0
H 0.07594 -3.89265 -3.42468 0.0 0.0 0.0
H 0.75179 -5.12114 -5.45065 0.0 0.0 0.0
H 2.36201 -4.11368 -7.03732 0.0 0.0 0.0
H 3.30618 -1.87308 -6.56733 0.0 0.0 0.0
H 2.62792 -0.65038 -4.53492 0.0 0.0 0.0
H -1.45218 -2.05814 -4.31295 0.0 0.0 0.0
H -3.75992 -1.40784 -3.15616 0.1 0.0 0.0
H -5.22282 0.72515 1.53246 0.0 0.0 0.0
H -3.93022 1.72628 3.64460 0.0 0.0 0.0
H -5.02266 1.77036 -1.45056 0.0 0.0 0.0
H -7.39815 1.59558 -2.12226 0.0 0.0 0.0
H -8.56400 -0.58313 -1.98391 0.0 0.0 0.0
H -7.34955 -2.58071 -1.17353 0.0 0.0 0.0
H -4.97466 -2.40067 -0.51081 0.0 0.0 0.0
H 3.68719 -2.06477 -2.64407 0.0 0.0 0.1
H 4.96491 -1.15934 -0.48301 0.0 0.0 0.0
C 2.58577 3.37659 -1.02723 -0.1 0.0 -0.1
N 1.79597 3.27881 -2.25613 0.1 0.1 0.0
C 2.38882 3.95969 -3.41311 0.0 0.0 0.1
C 0.50231 2.92604 -2.21862 0.1 -0.2 -0.1
S -0.39051 3.01451 -0.74137 0.1 0.1 0.2
N -0.09400 2.51340 -3.33950 -0.1 0.0 -0.1
C 0.63010 1.86737 -4.43437 0.0 0.0 0.1
C -1.55014 2.41178 -3.46032 0.1 0.0 0.0
H 3.63391 3.38569 -1.32056 0.0 0.0 0.0
H 2.40847 2.51826 -0.38296 0.0 0.0 0.0
H 2.35443 4.28692 -0.47400 0.0 0.0 0.0
H 2.85131 4.88086 -3.05864 0.0 0.0 0.0
H 1.62180 4.22655 -4.13259 0.0 0.0 0.0
H 3.15198 3.35281 -3.90061 0.0 0.0 0.0
H 1.63761 1.61582 -4.12066 0.0 0.0 0.0
H 0.66643 2.49029 -5.32876 0.0 0.0 0.0
H 0.10486 0.94180 -4.67449 0.0 0.0 0.0
H -2.03811 3.11941 -2.79965 0.0 0.0 0.0
H -1.88602 1.40036 -3.22008 0.0 0.0 0.0
H -1.81078 2.63722 -4.49428 0.0 0.0 0.0



(2)
111
Properties=species:S:1:pos:R:3:forces:R:3 method="wB97M-V/def2-TZVPD" homo_energy_ev="-4.77 / -5.57" de_lowest_kj_mol=238.6 spin_multiplicity=2 total_charge=-1 lumo_energy_ev="1.33 / 1.33" homo_lumo_gap_ev="6.10 / 6.90" e_tot_ha=-4626.16587
Y -0.37640 -0.79230 -0.05500 0.2 1.0 -2.2
O -5.04050 3.17980 1.59020 0.1 -0.2 0.0
C -4.18620 2.33770 1.36120 -0.3 0.5 0.2
C -4.28100 1.15880 0.35320 0.0 -0.3 -0.4
O -5.28660 0.86900 -0.27950 0.2 0.1 0.2
C -2.96180 0.56570 0.31880 -0.7 0.0 0.0
C -2.08300 1.29650 1.23980 0.5 0.4 0.4
O -0.84530 1.04380 1.33030 -0.9 0.0 -0.2
C -2.86880 2.26360 1.88420 0.2 -0.2 0.1
O -2.41850 3.27320 2.85560 -0.3 0.2 -1.0
O -2.50410 -0.39390 -0.39010 -0.7 0.2 0.2
O 1.00360 0.71700 -0.90870 1.7 0.3 0.5
N 1.71450 1.41730 -0.11500 -0.7 0.4 -1.1
F -3.20110 5.26140 -4.53430 -0.1 0.0 0.3
C -2.38010 4.24340 -4.83450 0.0 0.3 -0.3
F -2.96890 3.55540 -5.82210 -0.1 -0.3 0.0
F -1.28120 4.80730 -5.38160 0.2 -0.1 0.1
C -2.03850 3.38860 -3.64820 0.0 0.0 0.1
C -2.04370 3.92200 -2.36520 0.0 -0.1 -0.3
C -1.66310 3.08900 -1.32520 0.0 0.3 -0.1
N -1.31440 1.82610 -1.48860 -0.1 0.2 -0.1
C -1.31900 1.32580 -2.71340 0.0 0.1 -0.3
C -1.66420 2.06570 -3.83500 0.0 0.2 0.1
H -2.34560 4.94170 -2.18250 0.0 0.1 0.0
H -1.62850 3.46120 -0.31030 0.0 0.1 0.1
H -1.00940 0.29140 -2.80030 0.0 -0.1 -0.2
H -1.64700 1.62370 -4.81850 0.0 -0.1 -0.1
F -0.25260 -2.17230 2.73650 0.0 -0.2 -0.1
C -1.10270 -2.07360 1.62520 -1.0 -1.8 3.0
F -2.23920 -1.50990 2.21530 0.0 -0.1 -0.1
F -1.47890 -3.37450 1.39320 0.1 0.1 -0.1
C -0.14260 2.47860 9.40900 0.0 0.0 -0.1
C 0.23360 2.05090 8.02130 0.0 -0.1 -0.1
C 1.43080 2.43180 7.43890 -0.1 0.0 0.0
C 1.76780 2.05750 6.14450 0.3 0.1 -0.1
C 3.09720 2.49420 5.61100 0.1 0.0 0.0
C 0.88740 1.28830 5.37830 -0.1 -0.2 -0.2
Te 1.32320 0.80340 3.29210 0.0 1.2 2.1
N 2.56950 0.84390 0.62980 0.7 0.4 0.0
C 2.60730 -0.45910 0.98860 -0.5 -0.9 -0.5
O 1.60570 -1.20030 1.05680 0.9 0.2 0.0
C 3.91360 -0.87630 1.55040 0.1 -0.2 0.0
C 3.93000 -1.73910 2.64250 -0.1 0.0 -0.3
C 5.13440 -2.08100 3.22700 0.0 -0.1 0.0
C 6.32310 -1.59090 2.70880 0.0 0.0 0.0
C 6.30920 -0.74950 1.60660 0.1 0.0 0.0
C 5.10620 -0.38050 1.03230 -0.2 0.0 0.0
C 1.24800 2.89190 2.74970 0.0 -0.3 0.0
C 2.35360 3.54530 2.19790 0.0 0.0 0.1
C 3.73230 2.96840 2.17150 0.1 -0.1 0.1
C 2.20390 4.81530 1.65430 -0.3 0.1 0.0
C 0.99710 5.49030 1.65770 0.1 0.0 0.0
C 0.85910 6.82930 0.99670 0.0 -0.1 0.0
C -0.07530 4.87660 2.28860 0.0 -0.2 0.1
C 0.04140 3.59580 2.81850 -0.4 0.0 -0.2
C -1.14980 3.00170 3.51280 1.1 -0.5 1.0
C -0.29740 0.84980 5.98060 -0.2 -0.1 -0.2
C -1.27270 -0.07190 5.30880 0.1 0.0 -0.2
C -0.61020 1.24610 7.27560 0.1 0.1 0.0
H 0.66670 3.03080 9.87950 0.0 0.1 0.1
H -0.38020 1.61450 10.02720 0.0 0.0 0.1
H -1.02560 3.11610 9.38080 -0.1 0.1 0.1
H 2.13020 3.03070 8.00690 0.1 0.1 0.1
H 3.75440 2.79800 6.42390 0.0 0.1 0.0
H 2.97470 3.33560 4.93030 0.1 0.1 -0.1
H 3.56400 1.67730 5.06050 0.1 0.1 0.0
H 2.99050 -2.13100 3.00600 0.0 0.0 0.1
H 5.14610 -2.73570 4.08410 0.0 -0.1 0.1
H 7.26300 -1.87310 3.16220 0.1 0.0 0.0
H 7.24110 -0.38410 1.19730 0.0 0.0 0.0
H 5.07910 0.26620 0.16760 0.0 0.1 0.0
H 3.76510 2.01160 2.68860 0.2 0.1 -0.1
H 4.42880 3.66290 2.64050 0.1 0.1 0.1
H 4.04390 2.81770 1.14160 0.1 -0.1 0.0
H 3.06840 5.29030 1.21240 0.1 0.1 -0.1
H 1.83430 7.28380 0.84040 0.0 0.1 0.0
H 0.24970 7.51010 1.58850 -0.1 0.0 0.0
H 0.38630 6.71030 0.02100 0.0 0.1 -0.1
H -1.00710 5.43380 2.36920 0.0 0.1 0.0
H -2.35050 4.14110 2.39660 -0.2 -0.3 0.2
H -1.25050 3.41910 4.52220 -0.1 -0.1 -0.2
H -1.03820 1.91570 3.57560 -0.3 0.3 -0.1
H -1.03630 -0.23300 4.25810 -0.1 -0.1 0.0
H -2.28930 0.31150 5.39280 -0.1 0.0 0.0
H -1.24270 -1.04480 5.79910 -0.1 -0.1 0.0
H -1.53940 0.90190 7.70910 -0.1 0.0 0.1
S 0.13460 -5.20680 -3.40990 0.0 -0.1 0.1
P -0.72330 -3.46430 -3.19260 -0.5 0.0 -0.3
S 0.37530 -1.99880 -2.31020 0.2 -0.2 -0.5
C -1.30730 -2.83030 -4.82660 0.3 -0.1 0.3
C -2.02690 -3.72910 -5.60410 0.0 -0.1 0.0
C -2.64520 -3.30900 -6.76520 -0.1 0.0 -0.1
C -2.55690 -1.98080 -7.15360 0.0 0.1 -0.1
C -1.80060 -1.09420 -6.40580 -0.1 0.1 -0.2
C -1.16740 -1.51890 -5.25000 0.1 -0.1 0.1
C -2.38980 -3.53890 -2.41880 0.4 0.0 -0.1
C -3.12130 -2.36700 -2.27430 0.1 -0.2 -0.1
C -4.40560 -2.41330 -1.76470 -0.1 0.1 0.0
C -4.97820 -3.63630 -1.45390 -0.1 0.0 0.0
C -4.25730 -4.80720 -1.62500 -0.1 -0.1 0.1
C -2.95760 -4.76110 -2.09690 0.1 -0.1 0.0
H -2.08640 -4.76220 -5.29120 0.0 -0.1 0.0
H -3.20740 -4.01340 -7.36340 0.0 0.0 0.0
H -3.07940 -1.63910 -8.03720 0.0 0.0 -0.1
H -1.71380 -0.06360 -6.72490 0.0 0.0 0.0
H -0.55000 -0.84440 -4.67570 0.0 0.1 0.1
H -2.68920 -1.41880 -2.56700 0.0 0.0 0.1
H -4.94750 -1.49400 -1.60090 -0.1 0.1 0.0
H -5.99590 -3.67700 -1.08960 0.0 0.0 0.1
H -4.70660 -5.76030 -1.38410 0.0 -0.1 0.0
H -2.37330 -5.66170 -2.23190 0.0 0.0 0.0